220
Properties=species:S:1:pos:R:3:mulliken_spin:R:1 method="wB97M-V/def2-TZVPD" charge=+1 gap_ev="6.48 / 2.35" spin_multiplicity=2 lumo_ev="-2.32 / -6.45" e_homo_ha="-0.32329 / -0.32329"
C 3.35 0.82 -6.77 0.000
C 3.24 1.72 -5.48 -0.001
C 1.66 2.00 -5.35 0.000
C 0.93 0.78 -4.76 0.004
C 1.56 0.19 -3.51 0.000
C 3.08 -0.17 -3.69 -0.004
N 3.76 1.05 -4.26 0.001
O 5.10 1.14 -3.99 0.000
C 3.65 -0.36 -2.16 0.003
C 3.36 -1.51 -4.33 0.000
C 3.87 3.12 -5.50 0.000
H 4.36 0.43 -6.93 0.000
H 3.15 1.43 -7.65 0.000
H 2.71 -0.06 -6.80 0.000
H 1.43 2.96 -4.88 0.000
H 1.32 2.31 -6.34 0.000
H 1.10 -0.03 -5.47 0.000
H -0.15 0.93 -4.77 -0.001
H 0.95 -0.71 -3.47 0.000
H 1.24 0.70 -2.60 -0.002
H 3.20 -1.24 -1.69 0.000
H 4.73 -0.36 -2.07 -0.003
H 3.23 0.48 -1.60 0.001
H 2.61 -2.24 -4.01 0.000
H 3.20 -1.47 -5.40 0.000
H 4.41 -1.74 -4.12 0.000
H 3.81 3.47 -4.47 0.000
H 3.32 3.75 -6.19 0.000
H 4.93 3.05 -5.77 0.000
H 5.16 1.63 -3.17 0.000
C -0.09 -4.42 1.99 0.000
C 0.64 -4.65 3.27 0.001
C 0.83 -6.17 3.70 0.000
C 1.89 -6.97 2.90 0.000
C 3.17 -6.23 3.01 0.000
C 3.16 -4.74 2.59 0.000
N 2.03 -4.07 3.19 0.000
O 1.97 -2.75 2.94 0.000
C 4.47 -4.11 3.11 0.005
C 3.28 -4.68 1.03 0.000
C -0.05 -3.88 4.39 -0.002
H -1.16 -4.61 2.11 0.000
H 0.31 -5.07 1.22 0.000
H 0.05 -3.40 1.63 0.000
H 0.97 -6.20 4.78 0.000
H -0.11 -6.67 3.44 0.000
H 1.57 -6.98 1.86 0.000
H 2.04 -8.01 3.17 0.000
H 4.00 -6.80 2.58 0.000
H 3.36 -6.20 4.08 0.000
H 5.44 -4.42 2.73 0.001
H 4.51 -3.04 2.92 -0.004
H 4.56 -4.03 4.20 0.000
H 2.42 -5.17 0.58 0.000
H 3.24 -3.62 0.77 0.001
H 4.14 -5.21 0.62 0.000
H -0.90 -4.51 4.65 0.000
H -0.38 -2.88 4.10 0.001
H 0.50 -3.68 5.31 0.000
H 1.76 -2.36 3.79 0.000
C 7.73 0.66 -0.35 0.062
C 7.63 -0.28 0.89 -0.044
C 8.50 0.39 1.98 0.029
C 7.86 1.56 2.71 -0.019
C 6.51 1.17 3.34 0.012
C 5.47 0.51 2.36 0.003
N 6.22 -0.48 1.51 0.701
O 5.44 -1.24 0.78 0.119
C 4.37 -0.18 3.19 0.023
C 4.81 1.62 1.57 0.069
C 8.26 -1.64 0.60 0.021
H 8.71 0.71 -0.81 0.001
H 7.51 1.69 -0.09 0.000
H 6.97 0.37 -1.08 -0.004
H 8.75 -0.30 2.79 -0.005
H 9.41 0.86 1.59 -0.001
H 7.77 2.44 2.08 0.001
H 8.60 1.82 3.47 0.001
H 6.08 2.05 3.82 -0.001
H 6.79 0.57 4.21 -0.003
H 3.51 -0.54 2.62 0.000
H 4.83 -1.03 3.70 -0.008
H 3.93 0.49 3.93 0.002
H 4.15 1.21 0.81 -0.006
H 4.33 2.34 2.24 0.012
H 5.52 2.26 1.04 0.001
H 8.09 -1.97 -0.43 -0.002
H 8.01 -2.40 1.33 -0.003
H 9.31 -1.38 0.63 0.000
H 5.28 -1.94 1.40 0.037
C -0.14 -3.37 -1.67 0.001
C -1.61 -3.19 -2.03 0.000
C -1.71 -2.04 -3.10 0.000
C -1.26 -2.52 -4.47 -0.001
C -2.05 -3.69 -4.98 0.000
C -1.92 -4.78 -3.93 0.000
N -2.18 -4.42 -2.54 0.000
O -2.06 -5.48 -1.65 0.000
C -2.95 -5.94 -4.31 0.000
C -0.52 -5.43 -4.20 0.000
C -2.38 -2.76 -0.77 0.000
H 0.13 -2.46 -1.14 0.001
H 0.63 -3.32 -2.44 0.000
H 0.04 -4.21 -1.01 0.000
H -2.79 -1.92 -3.02 -0.001
H -1.08 -1.17 -2.91 0.000
H -0.19 -2.68 -4.59 0.000
H -1.41 -1.74 -5.22 0.000
H -1.53 -3.93 -5.90 0.000
H -3.08 -3.40 -5.18 0.000
H -2.72 -6.81 -3.69 0.000
H -4.01 -5.71 -4.16 0.000
H -2.95 -6.18 -5.37 0.000
H -0.48 -6.48 -4.49 0.000
H -0.03 -5.07 -5.10 0.000
H 0.13 -5.44 -3.32 0.000
H -2.15 -3.36 0.11 0.000
H -3.45 -2.71 -0.92 0.000
H -2.13 -1.72 -0.53 0.000
H -2.88 -5.95 -1.80 0.000
C -5.46 0.60 -4.55 0.000
C -4.69 1.78 -3.88 0.001
C -3.16 1.74 -4.24 0.000
C -2.80 2.19 -5.67 0.000
C -3.24 3.66 -5.72 0.000
C -4.74 3.91 -5.48 0.000
N -5.19 3.15 -4.27 0.000
O -6.48 3.51 -3.84 0.000
C -4.95 5.44 -5.24 0.000
C -5.65 3.52 -6.74 0.000
C -4.67 1.61 -2.37 0.000
H -5.56 0.81 -5.62 0.000
H -6.47 0.64 -4.14 0.000
H -4.98 -0.34 -4.29 0.000
H -2.55 2.25 -3.49 -0.002
H -2.81 0.71 -4.29 0.001
H -3.36 1.59 -6.39 0.000
H -1.74 2.11 -5.89 0.000
H -2.86 4.06 -6.66 0.000
H -2.64 4.15 -4.94 0.000
H -4.41 5.91 -4.41 0.000
H -4.65 6.01 -6.11 0.000
H -6.01 5.68 -5.26 0.000
H -5.85 4.36 -7.40 0.000
H -5.23 2.68 -7.30 0.000
H -6.70 3.34 -6.51 0.000
H -3.94 2.25 -1.89 -0.001
H -4.41 0.60 -2.06 0.000
H -5.64 1.84 -1.94 0.000
H -6.29 4.10 -3.11 0.000
C -2.63 3.65 3.83 -0.001
C -2.93 2.79 5.09 -0.001
C -4.46 2.57 5.07 0.000
C -4.95 1.52 6.10 0.000
C -4.27 0.23 5.85 0.000
C -2.64 0.29 5.76 0.000
N -2.20 1.51 5.05 0.001
O -0.81 1.65 5.06 0.000
C -2.15 0.09 7.22 0.000
C -2.19 -0.88 4.79 0.001
C -2.67 3.59 6.35 0.000
H -2.80 4.70 4.07 0.000
H -3.17 3.37 2.93 0.001
H -1.60 3.48 3.51 0.001
H -4.93 3.52 5.31 0.000
H -4.83 2.15 4.13 0.000
H -6.03 1.35 6.14 0.000
H -4.74 1.91 7.09 0.000
H -4.68 -0.29 4.99 0.000
H -4.66 -0.33 6.70 0.000
H -1.09 -0.02 7.44 0.000
H -2.45 0.96 7.81 0.000
H -2.81 -0.58 7.77 0.000
H -2.48 -0.75 3.75 0.000
H -1.11 -0.89 4.64 0.000
H -2.39 -1.90 5.12 0.000
H -1.63 3.90 6.44 0.000
H -2.80 2.96 7.23 0.000
H -3.35 4.44 6.38 0.000
H -0.55 1.75 5.98 0.000
C -4.45 0.18 1.66 -0.001
S -6.00 1.21 1.82 0.000
O -5.87 2.33 0.81 0.000
C -7.07 -0.16 1.13 0.000
H -4.56 -0.75 2.21 0.000
H -3.57 0.73 1.99 0.001
H -4.24 0.00 0.60 0.000
H -7.03 -0.90 1.93 0.000
H -6.67 -0.47 0.17 0.000
H -8.11 0.07 0.93 0.000
C -2.05 4.86 0.60 0.000
S -3.76 5.26 0.07 0.000
O -4.08 6.68 0.55 0.000
C -3.59 5.24 -1.75 -0.001
H -1.35 5.64 0.30 0.000
H -1.74 3.87 0.28 0.000
H -1.95 4.79 1.69 0.000
H -4.60 5.27 -2.14 0.000
H -3.13 4.27 -1.97 0.001
H -2.96 6.09 -2.03 0.000
C 2.26 4.32 6.02 0.000
C 2.58 3.11 5.23 0.000
O 1.67 3.18 4.14 0.000
C 1.29 4.41 3.99 0.000
O 0.71 4.86 2.96 0.000
O 1.73 5.10 5.06 0.000
H 3.19 4.74 6.39 0.000
H 1.52 4.29 6.83 0.000
H 2.38 2.23 5.84 0.000
H 3.58 3.03 4.82 0.000
C 0.24 0.21 1.31 -0.001
C -0.73 1.30 1.66 -0.001
O -1.56 1.25 0.55 0.001
C -0.86 0.86 -0.54 -0.001
O -1.15 1.00 -1.69 0.001
O 0.34 0.32 -0.08 0.002
H -0.26 -0.71 1.61 0.000
H 1.19 0.43 1.80 -0.001
H -0.47 2.34 1.86 0.000
H -1.26 0.90 2.53 0.000